{"formula": "C31H57IN3O9PS2", "method": "wB97M-V/def2-TZVPD", "species": ["C", "C", "C", "O", "C", "N", "C", "S", "C", "C", "C", "O", "O", "P", "O", "I", "C", "C", "C", "C", "C", "S", "C", "N", "N", "C", "O", "H", "H", "H", "H", "H", "H", "H", "H", "H", "H", "H", "H", "H", "H", "H", "H", "H", "H", "H", "H", "H", "H", "H", "H", "H", "C", "C", "C", "O", "C", "H", "H", "H", "H", "H", "H", "H", "H", "C", "C", "C", "O", "C", "H", "H", "H", "H", "H", "H", "H", "H", "C", "C", "C", "O", "C", "H", "H", "H", "H", "H", "H", "H", "H", "C", "C", "C", "O", "C", "H", "H", "H", "H", "H", "H", "H", "H"], "coordinates": [[6.0017, -4.4180, 1.7099], [4.4601, -3.9989, 1.9193], [3.5209, -5.2397, 1.4845], [2.3270, -5.4022, 2.2991], [1.1403, -4.9010, 1.6596], [0.8560, -3.5439, 2.2321], [1.4013, -2.2960, 1.5945], [1.7819, -2.2354, -0.2173], [0.5405, -1.0706, 2.2561], [-0.5103, -1.7945, 3.2457], [0.1886, -1.7239, 4.7181], [0.8324, -0.6949, 5.1273], [0.0699, -2.7856, 5.6230], [-2.2014, -1.0013, 3.5888], [-2.3448, -0.9955, 5.3199], [-2.1691, 1.3911, 2.9888], [-0.5724, -3.2483, 2.5760], [-1.7443, -3.6213, 1.5510], [-1.8523, -2.6820, 0.2549], [-1.5552, -3.4491, -1.1437], [-1.9126, -2.3909, -2.3369], [-0.4306, -1.8634, -3.3115], [0.2108, -0.2400, -2.7839], [0.4777, 0.7303, -3.8195], [0.9677, 1.8486, -3.2240], [1.0482, 1.6380, -1.8078], [0.5465, 0.3340, -1.5432], [6.3115, -5.2552, 2.4455], [6.2227, -4.7500, 0.6275], [6.6942, -3.5311, 1.9456], [4.2431, -3.0965, 1.2266], [4.2723, -3.6537, 2.9977], [3.2946, -5.1457, 0.3691], [4.1612, -6.1886, 1.6547], [0.2737, -5.5822, 2.0066], [1.1482, -4.9566, 0.5202], [1.4002, -3.5759, 3.1299], [2.4260, -2.1106, 2.0918], [2.2775, -3.4451, -0.6881], [1.3594, -0.3977, 2.6759], [0.0193, -0.3920, 1.4803], [-2.0245, -0.1173, 5.6579], [-0.7511, -3.9780, 3.4620], [-1.5858, -4.7156, 1.1974], [-2.7465, -3.6410, 2.1198], [-1.1791, -1.7604, 0.2609], [-2.9518, -2.3223, 0.2020], [-2.2848, -4.3425, -1.1665], [-0.4705, -3.8045, -1.1842], [-2.5831, -2.9903, -3.0659], [-2.5184, -1.5307, -1.8767], [1.4357, 2.3552, -1.0006], [-2.3320, 5.5781, -0.2022], [-2.6722, 4.1989, -0.7231], [-1.3129, 3.6772, -1.1439], [-0.3462, 4.2874, -0.2769], [-0.9852, 5.3438, 0.4538], [-3.0757, 5.9840, 0.4857], [-2.2236, 6.2749, -1.0400], [-3.0735, 3.5839, 0.0896], [-3.3981, 4.2030, -1.5380], [-1.0745, 3.9722, -2.1713], [-1.2394, 2.5898, -1.0679], [-1.1015, 5.0109, 1.4909], [-0.3523, 6.2339, 0.4426], [1.8739, 6.9341, -2.5942], [2.0804, 8.1096, -3.5234], [0.7784, 8.1301, -4.2999], [-0.2356, 7.6227, -3.4224], [0.3967, 7.0421, -2.2737], [2.5058, 6.9605, -1.7047], [2.0731, 5.9990, -3.1284], [2.1818, 9.0305, -2.9395], [2.9580, 8.0142, -4.1652], [0.8260, 7.4715, -5.1736], [0.5056, 9.1337, -4.6349], [0.2230, 7.7103, -1.4225], [-0.0567, 6.0737, -2.0544], [4.3944, 0.1245, -4.3037], [4.8838, 0.6777, -2.9847], [4.2702, -0.2876, -1.9902], [4.1731, -1.5587, -2.6500], [4.4254, -1.3687, -4.0502], [5.0030, 0.4238, -5.1587], [3.3650, 0.4518, -4.4844], [5.9763, 0.6168, -2.9391], [4.5921, 1.7145, -2.8077], [3.2578, 0.0217, -1.7090], [4.8683, -0.3898, -1.0812], [5.4127, -1.7883, -4.2722], [3.6775, -1.9094, -4.6349], [-6.6235, -1.7047, 3.5452], [-7.8715, -1.8329, 2.6999], [-7.3622, -1.4477, 1.3247], [-5.9841, -1.8406, 1.2680], [-5.5470, -2.1818, 2.5915], [-6.6584, -2.2816, 4.4709], [-6.4558, -0.6536, 3.8027], [-8.2105, -2.8741, 2.6947], [-8.6986, -1.2065, 3.0387], [-7.4084, -0.3641, 1.1725], [-7.9167, -1.9363, 0.5199], [-5.4320, -3.2713, 2.6358], [-4.5764, -1.7207, 2.7887]], "atomic_forces_ev_per_a": [[0.2087, 0.2264, 0.4149], [0.2611, 0.1088, -0.7368], [2.0257, -0.0233, 0.3643], [-0.7273, 0.9670, -2.1662], [-0.5651, -2.2100, 0.4805], [0.1785, 0.5127, -0.3199], [2.5075, 1.4398, 1.1398], [-0.7289, 0.0314, -0.2741], [0.0763, 0.5425, -1.7244], [2.7727, 0.8804, -0.1249], [1.8506, -2.6033, 6.4415], [-2.1294, -1.7442, -2.9535], [-0.1928, 3.2879, -5.5370], [-0.7795, -0.8922, 1.6753], [0.6209, 1.6139, -2.4920], [0.4564, -0.3177, 0.1056], [-2.6044, -1.3678, 3.3435], [0.7424, -0.0228, -0.7861], [-0.6956, -0.3078, -0.6660], [-0.8645, 0.8365, 0.8989], [-0.7663, -1.3306, 1.1468], [0.3003, 1.0776, 0.8634], [0.6903, 4.1700, -2.1411], [-0.7369, -2.5823, 4.2272], [0.5721, -1.1152, 4.8659], [-1.0593, -1.2920, -4.7545], [0.3113, 0.7423, -1.6428], [-0.6394, 1.2199, -1.2825], [-0.4722, 0.4629, 1.7159], [-1.1164, -1.2513, -0.4336], [0.3137, -1.3882, 1.1140], [0.2297, -0.7753, -1.4904], [0.0765, -0.2971, 1.4906], [-1.2494, 1.4150, -0.3222], [1.3996, 1.1977, -0.4091], [0.2112, 0.5482, 1.5644], [-0.9546, -0.0865, -0.2793], [-1.5432, -0.7643, -0.8070], [-0.2692, 0.7090, 1.1629], [-1.6504, -0.9385, 0.2909], [0.6863, -1.3665, 0.8770], [-0.0565, -1.2264, -0.1425], [0.2236, 1.2523, -1.1408], [-0.1893, 1.7145, 0.5957], [1.7838, 0.2569, -0.6736], [-0.8894, -1.2168, 0.3280], [1.7924, -0.3968, 0.0395], [1.2408, 1.2764, -0.2366], [-1.5389, 0.4806, -0.0988], [1.1935, 1.3949, 0.8188], [1.0080, -1.1444, -0.9950], [-0.9649, -1.4938, -1.3047], [-0.0474, 0.4470, -0.1693], [-0.2952, -0.3297, 0.1619], [0.1157, 0.0129, -0.2760], [-0.1987, -0.0035, -0.0443], [0.1444, -0.0686, 0.3588], [0.0828, -0.0310, -0.0220], [-0.0292, -0.0145, 0.0876], [-0.0007, -0.0011, -0.0781], [0.0894, -0.0125, 0.0369], [-0.0648, -0.1231, -0.0507], [0.0312, 0.0697, 0.0377], [-0.0123, 0.0891, 0.0298], [0.0602, -0.1235, -0.0122], [0.1828, -0.4520, 0.0380], [0.2127, 0.4200, 0.0346], [-0.2446, -0.0952, -0.2557], [0.3237, 0.0023, 0.0604], [-0.3022, 0.0961, 0.0973], [-0.0710, -0.0076, -0.0439], [-0.0213, 0.0362, 0.0833], [0.0179, -0.0407, -0.0731], [-0.0811, 0.0098, 0.0219], [0.0637, 0.0634, -0.0462], [-0.0918, -0.0823, 0.0387], [0.0397, -0.0420, 0.0796], [0.0076, 0.0953, -0.0690], [-0.4051, 0.1523, -0.3387], [0.4151, 0.1942, 0.1599], [-0.2224, -0.0860, 0.1775], [-0.0030, 0.2243, -0.0476], [0.1681, -0.3260, -0.0527], [-0.0358, -0.0547, 0.0602], [0.0832, -0.0184, -0.0250], [-0.0673, 0.0394, 0.0392], [-0.0167, -0.0856, 0.0037], [0.0551, 0.0758, 0.0567], [-0.0706, -0.1132, -0.0308], [-0.0195, -0.0040, -0.0837], [0.0103, -0.0328, 0.1242], [0.1400, 0.2709, 0.3263], [-0.3631, -0.2805, -0.0114], [0.0798, 0.2120, -0.2716], [-0.1707, -0.0105, 0.1931], [0.2166, -0.1728, -0.1483], [0.0352, 0.0423, -0.0741], [0.0300, -0.0890, 0.0212], [-0.0213, 0.0834, -0.0077], [0.0581, -0.0333, -0.0545], [-0.1002, -0.0018, -0.0061], [0.1224, 0.0210, -0.0142], [0.0162, -0.0419, 0.1032], [-0.1957, -0.0900, -0.1542]], "mulliken_charge": [-1.2778, 0.2586, -0.2611, -0.4453, -0.6005, 0.0036, -0.2461, 0.1796, -0.8526, 1.2935, 0.1126, -0.7030, -0.7714, -0.1274, -0.5441, -0.0242, -0.8001, -0.7290, 0.2147, -0.4363, -0.6345, -0.1394, 0.2596, -0.4024, -0.2743, -0.1332, 0.1501, 0.3456, 0.2903, 0.3624, -0.1086, 0.2501, 0.1105, 0.3976, 0.3384, 0.4104, 0.6451, 0.2581, 0.0905, 0.4402, -0.0947, 0.3788, 0.4908, 0.5030, 0.1562, -0.3921, 0.4490, 0.3859, 0.1387, 0.3839, 0.3725, 0.2476, -0.3829, -0.4943, -0.1635, -0.4079, -0.5725, 0.3938, 0.1260, 0.1677, 0.3994, 0.2623, 0.1457, 0.3640, 0.2392, -0.5918, -0.5662, -0.4989, -0.4367, 0.6581, 0.3729, 0.2774, 0.2529, 0.3614, 0.2932, 0.2892, 0.0901, -0.5345, -0.4494, -0.6020, 0.3569, -0.3852, -0.4553, 0.3475, 0.1804, 0.2950, 0.3203, -0.4032, 0.2845, 0.2835, 0.2521, -0.6057, -0.5684, -0.5004, -0.3933, 0.7457, 0.3935, 0.2739, 0.2635, 0.3502, 0.2845, 0.2751, 0.1499, -0.6569], "e_tot_ev": -95020.048, "total_charge": 0, "homo_energy_ha": -0.28189, "smiles": "CCCOC[N@H+]1[C@@H](S)C[C@@](C(=O)[O-])(P(O)I)[C@H]1CCCCSc1nnco1.C1CCOC1.C1CCOC1.C1CCOC1.C1CCOC1"}